[1]
106
Properties=species:S:1:pos:R:3 method="wB97M-V/def2-TZVPD" e_tot_ha=-3383.2248 lumo_energy_ha=-0.021 e_homo_ha=-0.3166 smiles="CCN[Si@](CCc1ccccc1)(CC(=O)Cl)S(=O)(=O)F.COCCOCCOC.COCCOCCOC.COCCOCCOC"
C 0.848 2.976 0.392
C 0.148 2.030 1.575
N 1.142 1.172 2.326
Si 1.858 -0.119 1.235
C 3.629 0.528 0.775
C 4.479 -0.469 -0.211
C 4.045 -0.305 -1.818
C 3.138 0.924 -2.415
C 2.697 1.016 -3.992
C 3.176 -0.188 -5.003
C 4.127 -1.440 -4.435
C 4.575 -1.525 -2.828
C 0.694 -0.399 -0.271
C 1.015 -1.728 -1.172
O 0.283 -1.881 -2.308
Cl 2.241 -3.064 -0.798
S 2.037 -1.885 2.541
O 2.053 -1.376 4.021
O 3.370 -2.677 2.248
F 0.621 -2.815 2.239
H 2.025 3.048 0.525
H 0.455 4.091 0.558
H 0.512 2.680 -0.691
H -0.274 2.814 2.370
H -0.805 1.448 1.186
H 0.543 0.599 2.994
H 4.218 0.610 1.807
H 3.644 1.601 0.306
H 4.481 -1.593 0.144
H 5.617 -0.118 -0.170
H 2.786 1.774 -1.692
H 2.029 1.950 -4.317
H 2.813 -0.111 -6.128
H 4.471 -2.312 -5.157
H 5.239 -2.413 -2.392
H -0.419 -0.454 0.097
H 0.745 0.530 -1.019
C 2.407 8.593 5.793
O 2.004 7.330 6.295
C 0.602 7.108 6.147
C 0.312 5.621 5.921
O 0.632 5.170 4.597
C 2.029 5.066 4.281
C 2.736 3.919 5.010
O 3.004 4.280 6.365
C 3.026 3.159 7.234
H 1.968 9.396 6.387
H 3.499 8.655 5.856
H 2.121 8.701 4.740
H 0.198 7.686 5.308
H 0.119 7.437 7.073
H -0.764 5.465 6.030
H 0.791 4.993 6.673
H 2.537 6.019 4.429
H 2.067 4.855 3.207
H 3.698 3.715 4.530
H 2.111 3.018 4.962
H 2.081 2.609 7.176
H 3.143 3.524 8.258
H 3.865 2.504 6.990
C -1.564 -1.912 -5.201
O -1.617 -1.462 -6.545
C -2.838 -1.821 -7.191
C -3.235 -0.758 -8.221
O -3.772 0.436 -7.633
C -2.837 1.283 -6.947
C -1.859 1.998 -7.883
O -0.833 1.102 -8.311
C -0.323 1.428 -9.593
H -1.549 -3.002 -5.166
H -0.647 -1.524 -4.745
H -2.417 -1.526 -4.630
H -3.649 -1.939 -6.464
H -2.671 -2.776 -7.699
H -4.040 -1.167 -8.836
H -2.417 -0.523 -8.901
H -2.321 0.737 -6.156
H -3.448 2.046 -6.452
H -1.374 2.821 -7.350
H -2.410 2.401 -8.744
H -1.129 1.449 -10.334
H 0.387 0.649 -9.886
H 0.194 2.390 -9.564
C -6.391 -6.848 2.601
O -5.002 -6.783 2.881
C -4.229 -7.581 1.984
C -2.855 -6.946 1.746
O -2.894 -5.809 0.871
C -3.482 -4.614 1.408
C -2.631 -3.947 2.492
O -2.763 -4.645 3.730
C -1.603 -4.544 4.541
H -6.768 -7.856 2.781
H -6.907 -6.146 3.264
H -6.592 -6.548 1.566
H -4.742 -7.703 1.023
H -4.101 -8.564 2.448
H -2.225 -7.681 1.239
H -2.351 -6.701 2.681
H -4.503 -4.797 1.745
H -3.552 -3.921 0.562
H -2.978 -2.922 2.655
H -1.582 -3.924 2.167
H -0.724 -4.910 4.001
H -1.747 -5.176 5.422
H -1.452 -3.511 4.862

[2]
86
Properties=species:S:1:pos:R:3 method="wB97M-V/def2-TZVPD" e_tot_ha=-9382.9389 lumo_energy_ha=-0.047 e_homo_ha=-0.2857
C 6.251 2.536 -1.654
C 4.885 2.083 -2.171
C 3.933 1.833 -0.993
C 2.486 2.245 -1.303
O 1.571 1.161 -1.100
N 0.408 1.259 -0.288
C 0.454 2.432 0.617
O 1.598 2.423 1.453
C 1.923 3.649 1.958
F 2.798 3.464 2.912
F 0.853 4.277 2.447
F 2.461 4.446 1.026
C -0.686 1.556 -1.332
C -1.801 2.521 -0.972
Br -1.355 4.325 -1.484
C -3.030 2.404 -0.449
C -3.989 3.524 -0.203
Br -3.752 0.719 -0.014
C -0.977 0.333 -2.246
N -2.198 0.614 -2.935
F 0.044 0.389 -3.241
N -0.941 -0.955 -1.654
C -2.133 -1.770 -1.854
C -2.315 -2.539 -3.206
C -1.077 -2.673 -4.084
O -2.804 -3.858 -2.966
C 0.129 -1.286 -0.730
I 2.070 -1.742 -1.772
P -0.054 -3.060 -0.086
O 1.120 -3.710 0.473
O -0.440 -3.813 -1.422
O -1.325 -3.278 0.854
C 0.326 -0.144 0.371
C -0.851 -0.357 1.353
C -1.305 0.725 2.321
C -2.260 0.117 3.358
S -3.162 1.407 4.198
O -3.265 1.032 5.575
O -2.578 2.679 3.906
O -4.616 1.350 3.561
C 1.586 -0.249 1.259
O 1.849 -1.566 1.665
C 2.411 -1.676 2.890
F 3.366 -0.753 3.086
F 2.929 -2.857 3.013
F 1.487 -1.498 3.853
H 6.686 1.790 -0.988
H 6.148 3.446 -1.061
H 6.945 2.755 -2.462
H 5.009 1.189 -2.778
H 4.499 2.917 -2.759
H 4.296 2.457 -0.173
H 3.983 0.806 -0.635
H 2.444 2.523 -2.358
H 2.299 3.179 -0.790
H 0.517 3.317 -0.013
H -0.438 2.573 1.205
H -0.137 2.169 -2.042
H -4.865 3.160 0.323
H -3.529 4.313 0.388
H -4.328 3.923 -1.160
H -2.333 -0.094 -3.653
H -2.028 1.462 -3.469
H -3.041 -1.174 -1.790
H -2.319 -2.513 -1.087
H -3.106 -2.051 -3.791
H -0.184 -2.182 -3.715
H -0.879 -3.731 -4.235
H -1.284 -2.272 -5.078
H -3.589 -3.810 -2.410
H -0.475 -4.762 -1.185
H -1.039 -3.478 1.762
H -1.698 -0.823 0.863
H -0.492 -1.160 2.000
H -0.470 1.123 2.902
H -1.806 1.581 1.879
H -1.730 -0.488 4.090
H -2.947 -0.553 2.837
H -4.828 0.450 3.281
H 1.336 0.315 2.158
H 2.482 0.234 0.888
O 1.619 -6.858 1.718
Cl 0.185 -6.873 1.818
O -0.257 -5.794 2.689
O -0.271 -8.132 2.344
O -0.398 -6.659 0.498